1.
Entry from OMol25: a gas-phase ion, C3H3N2O2S (charge -1) (the ωB97M-V functional and the def2-TZVPD basis).

gap between HOMO and LUMO	6.7	eV
SMILES	CN([S-])C(=O)N=C=O
highest occupied orbital energy	-2.9350	eV

ORCA input file:
```
! wB97M-V def2-TZVPD RIJCOSX def2/J DEFGRID3
* xyz -1 1
C -0.051 -0.135 -0.071
N 0.850 -0.278 1.121
S 0.138 -1.236 2.343
C 2.098 0.076 0.883
O 2.439 0.687 -0.106
N 2.956 -0.207 1.990
C 2.910 -0.754 3.062
O 3.145 -1.217 4.108
H 0.390 0.457 -0.829
H -0.337 -1.003 -0.541
H -0.925 0.529 0.064
*
```

2.
Entry from OMol25: a gas-phase ion, C3H3N2O2S (charge -1) (the ωB97M-V functional and the def2-TZVPD basis).

gap between HOMO and LUMO	5.9	eV
SMILES	Nc1sc(=O)[nH]c1[O-]
highest occupied orbital energy	-2.4582	eV

ORCA input file:
```
! wB97M-V def2-TZVPD RIJCOSX def2/J DEFGRID3
* xyz -1 1
N 1.968 1.081 0.137
C 0.647 0.440 -0.005
S -0.894 1.459 -0.139
C -1.895 -0.066 0.051
O -3.106 -0.158 0.115
N -1.037 -1.093 -0.060
C 0.390 -0.914 -0.018
O 1.192 -1.829 -0.146
H 1.951 1.570 1.022
H 1.954 1.584 -0.734
H -1.169 -2.073 -0.223
*
```

3.
Entry from OMol25: a gas-phase ion, C3H3N2O2S (charge -1) (the ωB97M-V functional and the def2-TZVPD basis).

gap between HOMO and LUMO	7.1	eV
SMILES	O=C1CSNC([O-])=N1
highest occupied orbital energy	-3.6396	eV

ORCA input file:
```
! wB97M-V def2-TZVPD RIJCOSX def2/J DEFGRID3
* xyz -1 1
O 0.917 -1.855 -1.318
C 0.530 -1.000 -0.552
C -0.593 -0.141 -1.268
S -1.201 1.264 -0.293
N -0.581 0.749 1.240
C 0.960 0.244 1.409
O 1.576 0.727 2.316
N 1.088 -0.749 0.609
H 0.029 0.294 -2.083
H -1.402 -0.678 -1.956
H -1.322 1.146 1.896
*
```

Computed stability ranking, most favorable first: 1, 2, 3

1.
Entry from OMol25: 2 unconnected molecules or ions with the total composition C5H7N3O2 (the ωB97M-V functional and the def2-TZVPD basis).

gap between HOMO and LUMO	9.3	eV
highest occupied orbital energy	-8.6108	eV

ORCA input file:
```
! wB97M-V def2-TZVPD RIJCOSX def2/J DEFGRID3
* xyz 0 1
C -0.956 0.347 -0.322
C 1.092 -0.574 -0.281
C 2.102 -0.091 -3.441
C -0.835 1.401 0.847
C -0.935 -0.031 1.189
N 0.219 -0.038 -1.051
N 0.991 -0.618 1.053
N -1.678 -0.653 2.101
O 3.057 0.233 -2.854
O 1.161 -0.407 -4.004
H -1.797 0.514 -0.923
H 2.188 -0.792 -0.679
H -0.045 2.078 0.929
H -1.744 1.877 0.909
H 1.140 -1.556 1.392
H -1.892 -1.670 2.233
H -2.070 -0.019 2.901
*
```

2.
Entry from OMol25: C5H7N3O2 in the gas phase (the ωB97M-V functional and the def2-TZVPD basis).

gap between HOMO and LUMO	9.7	eV
SMILES	NC(=O)[C@H](O)c1c[nH]cn1
highest occupied orbital energy	-9.1925	eV

ORCA input file:
```
! wB97M-V def2-TZVPD RIJCOSX def2/J DEFGRID3
* xyz 0 1
N -2.085 -0.231 1.232
C -1.322 -1.186 0.715
O -1.977 -2.274 0.830
C -0.594 -0.955 -0.616
O -0.046 -2.178 -1.034
C 0.451 0.104 -0.437
C 0.451 1.405 -0.878
N 1.608 1.949 -0.388
C 2.255 0.986 0.312
N 1.600 -0.152 0.273
H -1.619 0.656 1.386
H -2.906 -1.153 1.541
H -1.334 -0.605 -1.355
H 0.639 -2.400 -0.385
H -0.275 1.980 -1.443
H 1.920 2.904 -0.511
H 3.233 1.151 0.757
*
```

Computed stability ranking, most favorable first: 2, 1

1.
Entry from OMol25: a gas-phase ion, C5H6N3 (charge +1) (the ωB97M-V functional and the def2-TZVPD basis).

gap between HOMO and LUMO	7.1	eV
SMILES	N=C=C/C=C\[N+]#CN
highest occupied orbital energy	-12.6440	eV

ORCA input file:
```
! wB97M-V def2-TZVPD RIJCOSX def2/J DEFGRID3
* xyz 1 1
N 0.072 0.863 1.848
C -0.156 0.014 1.030
C -0.194 -1.321 0.878
C -0.176 -2.047 -0.264
C 0.032 -1.450 -1.474
N 0.166 -0.125 -1.473
C 0.253 0.885 -0.804
N 0.336 2.107 -0.487
H -0.129 1.673 2.365
H -0.319 -1.771 1.886
H -0.168 -3.069 -0.179
H 0.477 -2.022 -2.302
H -0.368 2.865 -0.455
H 1.156 2.374 0.035
*
```

2.
Entry from OMol25: a gas-phase ion, C5H6N3 (charge +1) (the ωB97M-V functional and the def2-TZVPD basis).

gap between HOMO and LUMO	9.8	eV
SMILES	C1=NC2(N=C1)[C@H]1C[N@H+]12
highest occupied orbital energy	-14.9445	eV

ORCA input file:
```
! wB97M-V def2-TZVPD RIJCOSX def2/J DEFGRID3
* xyz 1 1
C 1.152 -0.118 2.027
N 1.147 0.534 0.918
C 0.215 -0.038 0.058
N -0.645 -0.943 0.861
C -0.004 -1.052 2.004
C 0.358 0.014 -1.468
C -1.076 0.067 -1.831
N -0.486 0.900 -0.831
H 2.006 0.068 2.652
H -0.316 -1.785 2.739
H 1.331 0.427 -1.937
H -1.114 0.609 -2.778
H -2.023 -0.638 -1.654
H -0.547 1.954 -0.760
*
```

Computed stability ranking, most favorable first: 2, 1

1.
Entry from OMol25: C3H7ClFN in the gas phase (the ωB97M-V functional and the def2-TZVPD basis).

gap between HOMO and LUMO	10.3	eV
SMILES	NC[C@@H](F)CCl
highest occupied orbital energy	-9.4198	eV

ORCA input file:
```
! wB97M-V def2-TZVPD RIJCOSX def2/J DEFGRID3
* xyz 0 1
N -0.244 1.701 -0.148
C 0.608 0.722 0.349
C 0.634 -0.613 -0.318
F 1.460 -1.366 0.519
C -0.798 -1.239 -0.156
Cl -0.762 -2.824 -0.759
H 0.078 2.497 -0.531
H -1.069 1.732 0.453
H 0.220 0.497 1.375
H 1.601 1.168 0.583
H 0.945 -0.622 -1.382
H -1.180 -1.125 0.798
H -1.492 -0.527 -0.782
*
```

2.
Entry from OMol25: C3H7ClFN in the gas phase (the ωB97M-V functional and the def2-TZVPD basis).

gap between HOMO and LUMO	10.3	eV
SMILES	N[C@@H](CF)CCl
highest occupied orbital energy	-9.4141	eV

ORCA input file:
```
! wB97M-V def2-TZVPD RIJCOSX def2/J DEFGRID3
* xyz 0 1
N -1.452 0.279 -0.448
C -0.274 0.474 0.098
C -0.061 1.317 1.381
F -0.426 2.501 1.307
C 0.509 -0.853 0.182
Cl 0.829 -1.765 -1.337
H -1.333 -0.712 -1.069
H -2.223 0.057 0.294
H 0.366 1.042 -0.782
H -0.431 0.788 2.362
H 1.060 1.239 1.606
H -0.130 -1.516 0.949
H 1.547 -0.994 0.777
*
```

Computed stability ranking, most favorable first: 1, 2